# 1
A structure of composition C4H6CuLiO2 at a distorted geometry. Source: the OMol25 dataset; level of theory: the ωB97M-V functional and the def2-TZVPD basis.

Values from the calculation:
total charge = +2
calculated total energy = -53163.8971 eV
E_HOMO (alpha / beta) = -0.6607 / -0.6477 Ha
expectation value of S² = 2.011
strongest force on any atom = 2.80 eV/A
spin multiplicity = 3
HOMO-LUMO gap (alpha / beta) = 9.60 / 5.68 eV

```
14
Properties=species:S:1:pos:R:3:nbo_charge:R:1
O -0.46 0.48 1.94 -0.821
C 0.23 -0.62 1.81 0.380
C 0.01 -1.77 1.17 -0.333
Li -0.01 1.10 3.66 0.987
Cu -1.16 1.31 0.50 1.033
H 0.78 -2.54 1.13 0.275
H -0.98 -1.97 0.73 0.251
C 0.47 0.34 -1.46 0.324
C -0.18 1.54 -1.38 -0.816
O -0.04 -0.72 -2.03 -0.579
H 1.47 0.23 -1.02 0.207
H 0.41 2.42 -1.09 0.279
H -1.04 1.71 -2.05 0.290
H 0.51 -1.50 -1.92 0.523
```

# 2
A structure of composition C43H36F3NORbS. Source: the OMol25 dataset; level of theory: the ωB97M-V functional and the def2-TZVPD basis.

Values from the calculation:
total charge = -1
calculated total energy = -68354.7138 eV
E_HOMO = -0.1280 Ha
relative energy (zero: lowest compared OMol25 entry of this formula, charge and spin) = 12.6 kJ/mol
strongest force on any atom = 0.57 eV/A
HOMO-LUMO gap = 5.61 eV

```
86
Properties=species:S:1:pos:R:3:lowdin_charge:R:1
Rb -0.34 2.02 -0.14 0.874
C -1.34 3.28 3.86 -0.043
C -1.58 4.00 2.56 -0.287
C -2.75 3.79 1.85 -0.039
C -2.96 4.39 0.61 -0.284
C -4.20 4.08 -0.18 -0.038
C -1.98 5.24 0.11 -0.029
C -0.79 5.47 0.80 -0.288
C 0.28 6.35 0.23 -0.059
C -0.61 4.84 2.02 -0.037
H -0.87 2.31 3.69 0.082
H -2.27 3.10 4.39 0.076
H -0.67 3.85 4.51 0.076
H -3.50 3.11 2.24 0.122
H -4.31 4.74 -1.04 0.075
H -5.10 4.17 0.43 0.082
H -4.16 3.05 -0.54 0.062
H -2.13 5.72 -0.85 0.114
H -0.04 6.81 -0.70 0.072
H 1.16 5.73 0.02 0.029
H 0.56 7.14 0.93 0.078
H 0.33 4.97 2.55 0.125
F 7.22 -2.09 1.66 0.120
C 5.90 -2.21 1.87 -0.577
F 5.50 -3.28 1.14 0.120
F 5.74 -2.58 3.16 0.120
C 5.14 -0.97 1.53 -0.149
C 3.84 -0.82 2.01 -0.029
C 3.10 0.28 1.64 -0.027
C 3.62 1.27 0.79 -0.274
C 4.93 1.09 0.32 -0.029
C 5.68 -0.01 0.69 -0.024
C 2.82 2.38 0.39 -0.305
C 2.11 3.33 0.05 -0.179
H 3.42 -1.56 2.68 0.114
H 2.08 0.40 2.02 0.112
H 5.34 1.84 -0.34 0.116
H 6.68 -0.13 0.31 0.116
O -2.65 0.98 0.11 -0.752
S -3.25 0.20 -1.05 0.930
C -4.83 -0.29 -0.30 -0.345
C -5.01 -0.21 1.07 -0.075
C -6.22 -0.58 1.63 -0.091
C -7.25 -1.03 0.81 -0.108
C -7.07 -1.10 -0.56 -0.098
C -5.85 -0.73 -1.12 -0.093
C -2.31 -1.20 -1.27 -0.447
C -2.34 -1.86 -2.52 -0.164
C -1.70 -3.02 -2.79 -0.100
C -0.98 -3.77 -1.70 -0.188
C -0.80 -2.99 -0.36 -0.094
C -1.23 -1.51 -0.31 -0.270
H -4.19 0.16 1.68 0.100
H -6.37 -0.52 2.70 0.097
H -8.20 -1.31 1.25 0.093
H -7.87 -1.44 -1.20 0.096
H -5.69 -0.79 -2.19 0.103
H -2.93 -1.41 -3.32 0.095
H -1.78 -3.48 -3.77 0.080
H -1.43 -4.75 -1.53 0.135
H -1.13 -3.55 0.51 0.150
H -1.49 -1.21 0.71 0.132
N 0.01 -0.74 -0.70 0.095
C 0.97 -1.54 -0.93 -0.187
C 2.24 -1.11 -1.58 -0.133
C 3.35 -1.96 -1.62 -0.014
C 4.51 -1.57 -2.27 -0.081
C 4.58 -0.32 -2.88 -0.097
C 3.48 0.53 -2.85 -0.074
C 2.32 0.13 -2.21 -0.028
C 0.73 -2.99 -0.58 -0.286
C 1.56 -3.51 0.55 -0.024
C 2.00 -4.76 0.57 -0.087
C 1.76 -5.68 -0.55 -0.090
C 1.12 -5.28 -1.66 -0.053
C 0.57 -3.91 -1.83 -0.170
H 3.31 -2.93 -1.14 0.108
H 5.36 -2.23 -2.28 0.103
H 5.49 -0.01 -3.38 0.098
H 3.53 1.50 -3.31 0.107
H 1.45 0.77 -2.21 0.090
H 1.76 -2.83 1.37 0.109
H 2.57 -5.12 1.42 0.096
H 2.13 -6.69 -0.48 0.090
H 0.99 -5.98 -2.48 0.105
H 0.95 -3.45 -2.75 0.147
```

# 3
A structure of composition C29H47BeBrF3GeN2O2SSbSe at a distorted geometry. Source: the OMol25 dataset; level of theory: the ωB97M-V functional and the def2-TZVPD basis.

Values from the calculation:
total charge = 0
calculated total energy = -255744.3601 eV
E_HOMO = -0.2994 Ha
relative energy (zero: lowest compared OMol25 entry of this formula, charge and spin) = 137.3 kJ/mol
strongest force on any atom = 4.04 eV/A
HOMO-LUMO gap = 8.12 eV

```
89
Properties=species:S:1:pos:R:3:lowdin_charge:R:1
Be 1.48 0.13 1.77 -0.019
F 3.24 2.37 7.08 0.085
C 3.18 2.42 5.70 -0.577
F 4.43 2.75 5.29 0.136
F 2.39 3.45 5.43 0.167
C 2.64 1.14 5.20 -0.144
C 2.28 0.21 6.10 -0.001
C 1.67 -1.01 5.72 -0.031
C 1.46 -1.20 4.36 -0.145
N 1.77 -0.31 3.49 -0.015
C 2.42 0.87 3.84 -0.602
S 2.65 1.83 2.42 0.767
H 2.61 0.31 7.19 0.157
H 1.49 -1.90 6.39 0.129
H 1.05 -2.13 3.96 0.134
Br 1.80 -6.44 -2.41 0.752
C 2.51 -4.84 -1.75 -0.695
C 3.73 -4.35 -2.19 -0.173
N 4.21 -3.18 -1.80 0.086
C 3.54 -2.45 -0.94 -0.110
C 2.32 -2.90 -0.47 -0.122
C 1.75 -4.11 -0.87 -0.062
C 1.53 -2.06 0.55 -0.533
O 0.63 -2.56 1.20 0.047
O 1.85 -0.79 0.60 -0.113
H 4.33 -4.99 -2.83 0.103
H 3.78 -1.46 -0.53 0.131
H 0.68 -4.36 -0.59 0.148
C -1.21 -2.45 -5.61 -0.230
Ge 0.27 -1.56 -6.48 0.725
C 1.71 -2.82 -6.86 -0.235
C -0.24 -0.72 -8.19 -0.220
C 1.08 -0.18 -5.32 -0.632
Se 1.16 -0.59 -3.40 0.809
C 2.29 0.95 -2.94 -0.406
H -1.68 -3.12 -6.32 0.020
H -1.87 -1.63 -5.28 0.024
H -0.91 -2.98 -4.71 0.015
H 2.18 -3.23 -5.94 0.023
H 2.56 -2.29 -7.36 0.027
H 1.45 -3.67 -7.50 0.015
H -0.87 -1.40 -8.81 0.028
H 0.68 -0.70 -8.79 0.018
H -0.70 0.24 -8.07 0.009
H 0.47 0.72 -5.35 0.002
H 2.09 0.08 -5.62 0.019
H 1.78 1.92 -3.19 0.038
H 3.23 0.86 -3.44 0.005
H 2.39 0.87 -1.83 0.013
C -3.36 1.55 3.60 -0.110
C -1.81 1.62 3.55 -0.701
C -1.29 3.03 3.79 -0.092
C -1.25 0.72 4.59 -0.147
Sb -1.18 0.94 1.52 1.672
C -2.87 -0.34 0.67 -0.663
C -4.17 0.48 0.52 -0.092
C -3.05 -1.52 1.61 -0.126
C -2.32 -0.91 -0.64 -0.123
C -1.14 2.76 0.36 -0.702
C -1.13 2.38 -1.12 -0.152
C -2.38 3.73 0.48 -0.091
C 0.18 3.52 0.50 -0.148
H -3.66 1.86 4.62 0.094
H -3.80 0.53 3.45 0.079
H -3.75 2.17 2.83 0.040
H -1.39 3.12 4.86 0.085
H -1.92 3.75 3.26 0.064
H -0.29 3.15 3.43 0.051
H -1.63 1.11 5.59 0.112
H -0.16 0.78 4.64 0.052
H -1.54 -0.33 4.59 0.083
H -4.44 0.87 1.50 0.038
H -4.97 -0.34 0.28 0.117
H -4.07 1.24 -0.23 0.047
H -3.11 -1.30 2.67 0.042
H -2.10 -2.16 1.49 0.099
H -3.97 -2.06 1.31 0.092
H -2.24 -0.17 -1.41 0.047
H -3.03 -1.67 -0.98 0.094
H -1.31 -1.29 -0.46 0.061
H -2.13 2.04 -1.38 0.058
H -0.52 1.55 -1.40 0.042
H -0.87 3.24 -1.78 0.105
H -3.32 3.28 0.07 0.073
H -2.23 4.61 -0.20 0.090
H -2.54 4.17 1.49 0.059
H 1.02 2.89 0.27 0.034
H 0.34 4.03 1.50 0.097
H 0.10 4.20 -0.31 0.057
```

# 4
An isolated molecule of C17H14N6O2S at a distorted geometry. Source: the OMol25 dataset; level of theory: the ωB97M-V functional and the def2-TZVPD basis.

Values from the calculation:
total charge = 0
calculated total energy = -41725.3509 eV
SMILES = Cc1cc(NC(=O)CSc2ccc3nnc(-c4ccccc4)n3n2)no1
E_HOMO = -0.3139 Ha
relative energy (zero: lowest compared OMol25 entry of this formula, charge and spin) = 90.6 kJ/mol
strongest force on any atom = 1.38 eV/A
HOMO-LUMO gap = 8.16 eV

```
40
Properties=species:S:1:pos:R:3:nbo_charge:R:1
C -1.20 3.48 6.64 -0.661
C -0.70 2.64 5.52 0.343
C -0.44 2.93 4.21 -0.378
C 0.03 1.69 3.70 0.301
N 0.44 1.38 2.42 -0.612
C 0.51 2.24 1.37 0.677
O 0.19 3.40 1.41 -0.583
C 0.99 1.59 0.08 -0.632
S 2.42 0.49 0.33 0.283
C 2.00 -0.89 -0.67 0.059
C 2.89 -2.00 -0.67 -0.272
C 2.59 -3.09 -1.42 -0.132
C 1.40 -3.05 -2.18 0.236
N 0.82 -3.92 -2.98 -0.253
N -0.29 -3.37 -3.43 -0.238
C -0.44 -2.16 -2.93 0.293
C -1.55 -1.28 -3.23 -0.122
C -2.67 -1.82 -3.87 -0.162
C -3.75 -1.02 -4.17 -0.210
C -3.73 0.33 -3.86 -0.200
C -2.61 0.88 -3.24 -0.228
C -1.53 0.08 -2.93 -0.141
N 0.62 -1.90 -2.12 -0.151
N 0.90 -0.83 -1.37 -0.282
N 0.03 0.77 4.63 -0.178
O -0.41 1.35 5.76 -0.269
H -0.40 3.64 7.37 0.236
H -1.54 4.43 6.26 0.235
H -2.02 2.97 7.15 0.237
H -0.55 3.85 3.68 0.261
H 0.75 0.42 2.30 0.424
H 1.27 2.37 -0.63 0.256
H 0.20 0.97 -0.34 0.281
H 3.78 -1.94 -0.06 0.238
H 3.21 -3.97 -1.46 0.247
H -2.67 -2.87 -4.10 0.237
H -4.62 -1.44 -4.66 0.217
H -4.57 0.96 -4.09 0.215
H -2.58 1.93 -3.00 0.215
H -0.65 0.51 -2.47 0.214
```

# 5
A cluster of 10 separate species, C70H153N6O6P in total at a distorted geometry. Source: the OMol25 dataset; level of theory: the ωB97M-V functional and the def2-TZVPD basis.

Values from the calculation:
total charge = +4
calculated total energy = -105549.8314 eV
E_HOMO = -0.5194 Ha
strongest force on any atom = 3.23 eV/A
HOMO-LUMO gap = 6.55 eV

```
236
Properties=species:S:1:pos:R:3:lowdin_charge:R:1
C 4.63 4.63 -1.22 -0.103
C 3.57 3.69 -0.64 -0.250
C 3.58 3.74 0.89 -0.233
C 2.54 2.72 1.38 -0.247
P 2.46 2.75 3.24 1.094
C 3.87 1.78 4.05 -0.231
C 5.29 2.38 4.16 -0.237
C 6.20 1.20 4.38 -0.293
C 7.54 1.61 4.91 -0.111
C 2.62 4.53 3.86 -0.218
C 1.58 5.45 3.21 -0.276
C 1.76 6.91 3.40 -0.239
C 3.00 7.52 2.60 -0.069
C 0.95 1.96 3.77 -0.275
C 0.71 1.98 5.30 -0.209
C -0.81 1.98 5.62 -0.226
C -1.51 0.72 5.11 -0.107
H 4.50 5.70 -1.08 0.081
H 4.73 4.48 -2.30 0.035
H 5.66 4.50 -0.88 0.086
H 3.86 2.76 -1.13 0.108
H 2.56 3.92 -0.97 0.094
H 3.35 4.74 1.25 0.090
H 4.56 3.56 1.34 0.109
H 2.75 1.70 1.06 0.069
H 1.53 2.99 1.09 0.059
H 3.80 0.77 3.66 0.065
H 3.50 1.78 5.08 0.084
H 5.42 3.05 5.01 0.117
H 5.45 2.99 3.27 0.094
H 6.44 0.79 3.40 0.117
H 5.71 0.43 4.97 0.113
H 8.20 0.75 5.01 0.078
H 7.44 1.98 5.93 0.081
H 8.04 2.30 4.24 0.086
H 3.61 4.96 3.69 0.083
H 2.62 4.40 4.94 0.090
H 0.57 5.23 3.56 0.112
H 1.59 5.27 2.14 0.089
H 1.89 7.19 4.44 0.114
H 0.90 7.42 2.97 0.112
H 2.84 7.21 1.57 0.059
H 3.83 6.92 2.99 0.049
H 3.19 8.58 2.76 0.077
H 0.98 0.98 3.29 0.082
H 0.11 2.43 3.28 0.073
H 1.05 2.91 5.77 0.104
H 1.23 1.13 5.75 0.094
H -1.28 2.84 5.15 0.087
H -0.96 1.98 6.70 0.108
H -2.58 0.74 5.34 0.080
H -1.01 -0.22 5.34 0.061
H -1.63 0.71 4.03 0.040
C -2.48 -2.55 -4.57 -0.091
C -0.98 -2.31 -4.82 -0.226
C -0.36 -3.70 -4.93 -0.088
N 1.20 -3.70 -4.86 -0.202
C 1.74 -3.25 -3.50 0.026
C 1.97 -2.94 -5.97 -0.087
C 2.28 -3.97 -7.06 -0.129
C 1.73 -5.36 -6.57 -0.105
C 1.58 -5.19 -5.06 -0.095
H -3.03 -1.61 -4.54 0.069
H -2.55 -3.00 -3.58 0.058
H -2.97 -3.06 -5.39 0.092
H -0.68 -1.73 -3.95 0.081
H -0.82 -1.78 -5.76 0.102
H -0.66 -4.24 -5.83 0.146
H -0.74 -4.23 -4.06 0.101
H 1.54 -2.19 -3.33 0.082
H 2.81 -3.43 -3.43 0.110
H 1.25 -3.90 -2.78 0.099
H 2.92 -2.52 -5.64 0.128
H 1.35 -2.12 -6.34 0.090
H 3.32 -4.00 -7.39 0.116
H 1.95 -3.61 -8.04 0.110
H 2.36 -6.24 -6.70 0.129
H 0.73 -5.53 -6.97 0.110
H 2.52 -5.41 -4.55 0.138
H 0.83 -5.83 -4.59 0.120
C -1.00 -3.15 3.04 -0.064
C -1.56 -2.15 1.92 -0.162
C -0.38 -1.60 1.05 -0.071
N -0.83 -0.63 -0.10 -0.210
C -1.63 -1.49 -1.18 0.048
C 0.39 0.05 -0.70 -0.071
C -0.15 1.33 -1.30 -0.143
C -1.59 1.44 -0.85 -0.173
C -1.77 0.50 0.36 -0.056
H -1.76 -3.44 3.78 0.077
H -0.17 -2.58 3.46 0.039
H -0.47 -4.03 2.68 0.070
H -2.11 -1.40 2.48 0.100
H -2.19 -2.73 1.24 0.064
H 0.22 -2.38 0.58 0.124
H 0.32 -1.00 1.62 0.109
H -0.99 -2.34 -1.39 0.083
H -1.88 -0.97 -2.10 0.082
H -2.58 -1.71 -0.71 0.084
H 0.72 -0.64 -1.48 0.116
H 1.20 0.10 0.03 0.114
H -0.03 1.54 -2.36 0.103
H 0.47 2.14 -0.91 0.100
H -2.23 1.17 -1.69 0.094
H -1.68 2.49 -0.57 0.098
H -2.71 0.07 0.70 0.131
H -1.26 1.08 1.13 0.127
C 1.51 0.22 -8.46 -0.050
C 1.80 1.70 -8.07 -0.216
C 1.16 2.21 -6.80 -0.125
N 1.76 3.52 -6.30 -0.232
C 1.47 4.68 -7.31 0.070
C 3.30 3.37 -6.04 -0.067
C 3.63 4.12 -4.73 -0.122
C 2.30 4.82 -4.33 -0.121
C 1.19 4.00 -4.98 -0.119
H 1.95 -0.43 -7.71 0.050
H 2.09 -0.07 -9.34 0.089
H 0.44 0.11 -8.66 0.087
H 1.52 2.27 -8.95 0.115
H 2.84 1.99 -7.92 0.100
H 1.36 1.51 -5.99 0.133
H 0.11 2.45 -6.92 0.114
H 1.87 4.26 -8.23 0.100
H 1.96 5.60 -6.98 0.117
H 0.41 4.89 -7.44 0.094
H 3.85 3.78 -6.89 0.135
H 3.66 2.34 -5.95 0.131
H 4.52 4.76 -4.75 0.132
H 3.74 3.33 -3.99 0.100
H 2.31 5.83 -4.74 0.119
H 2.26 4.88 -3.24 0.110
H 0.21 4.46 -5.14 0.106
H 1.02 3.03 -4.52 0.120
C -2.21 3.65 -6.23 -0.117
C -3.43 4.51 -5.93 -0.190
C -4.34 3.99 -4.76 -0.075
N -4.08 4.59 -3.33 -0.210
C -2.64 4.23 -2.85 0.046
C -5.08 4.05 -2.27 -0.098
C -5.06 5.07 -1.12 -0.103
C -4.68 6.41 -1.88 -0.115
C -4.27 6.13 -3.34 -0.083
H -2.43 2.74 -6.79 0.090
H -1.62 3.47 -5.34 0.039
H -1.63 4.28 -6.91 0.064
H -4.08 4.59 -6.80 0.128
H -3.02 5.50 -5.69 0.109
H -4.37 2.91 -4.71 0.132
H -5.35 4.38 -4.89 0.124
H -2.45 3.16 -2.86 0.082
H -2.49 4.68 -1.87 0.108
H -1.92 4.69 -3.53 0.084
H -4.94 2.99 -2.08 0.126
H -6.07 3.95 -2.71 0.131
H -4.24 4.79 -0.46 0.089
H -5.91 5.26 -0.47 0.130
H -3.85 6.77 -1.28 0.117
H -5.49 7.15 -1.90 0.123
H -3.36 6.70 -3.52 0.130
H -5.00 6.50 -4.05 0.138
C -3.25 -7.75 2.31 -0.084
C -4.21 -6.59 2.03 -0.223
C -4.11 -6.19 0.56 -0.076
N -5.08 -5.03 0.19 -0.193
C -4.83 -4.58 -1.27 0.032
C -4.80 -3.77 1.03 -0.146
C -6.10 -3.19 1.23 -0.212
C -6.99 -4.33 1.49 -0.156
C -6.59 -5.29 0.43 -0.059
H -3.30 -7.93 3.38 0.082
H -2.21 -7.51 2.10 0.067
H -3.36 -8.72 1.83 0.090
H -3.82 -5.74 2.59 0.088
H -5.17 -6.71 2.53 0.119
H -4.50 -7.01 -0.05 0.143
H -3.09 -5.94 0.25 0.127
H -5.41 -3.71 -1.56 0.104
H -5.21 -5.43 -1.83 0.116
H -3.77 -4.36 -1.42 0.076
H -4.12 -3.10 0.51 0.103
H -4.39 -3.96 2.02 0.125
H -6.34 -2.69 0.29 0.123
H -6.15 -2.37 1.95 0.144
H -8.03 -4.00 1.44 0.143
H -6.85 -4.67 2.51 0.134
H -7.04 -5.06 -0.54 0.138
H -6.75 -6.31 0.78 0.141
C 1.16 -0.64 8.38 -0.092
C 0.84 -1.74 7.40 -0.246
C 1.53 -3.03 7.86 -0.106
N 2.02 -3.92 6.75 -0.258
C 3.37 -3.40 6.19 0.054
C 0.98 -4.09 5.65 -0.137
C 0.07 -5.16 6.20 -0.135
C 0.88 -6.09 7.16 -0.104
C 2.25 -5.38 7.16 -0.084
H 2.16 -0.26 8.18 0.084
H 1.14 -0.88 9.44 0.096
H 0.46 0.16 8.15 0.072
H 1.09 -1.50 6.36 0.093
H -0.24 -1.85 7.49 0.115
H 0.79 -3.56 8.46 0.145
H 2.46 -2.77 8.36 0.135
H 3.22 -2.35 5.96 0.090
H 3.58 -3.95 5.27 0.106
H 4.13 -3.49 6.97 0.113
H 1.56 -4.50 4.83 0.127
H 0.48 -3.19 5.30 0.097
H -0.25 -5.67 5.29 0.116
H -0.71 -4.64 6.76 0.117
H 0.96 -7.14 6.87 0.121
H 0.54 -6.12 8.19 0.113
H 2.81 -5.80 6.33 0.137
H 2.70 -5.30 8.15 0.145
C 2.90 -2.98 1.77 -0.022
C 2.82 -1.56 2.41 -0.746
O 2.32 -1.49 3.58 -0.111
O 3.05 -0.61 1.66 -0.066
H 3.90 -3.41 1.84 0.077
H 2.63 -2.95 0.71 0.049
H 2.14 -3.62 2.22 0.045
C 0.10 -6.12 -0.51 -0.025
C -0.72 -5.86 -1.76 -0.813
O -0.57 -6.64 -2.70 -0.025
O -1.31 -4.77 -1.80 -0.110
H 0.44 -5.12 -0.23 0.049
H 0.91 -6.85 -0.49 0.080
H -0.50 -6.51 0.31 0.047
C -2.77 3.70 2.62 -0.021
C -1.75 4.50 1.73 -0.792
O -0.73 3.88 1.38 -0.095
O -2.18 5.59 1.36 -0.046
H -3.66 4.28 2.85 0.068
H -2.31 3.57 3.60 0.035
H -3.05 2.71 2.26 0.044
```